a | 22
Properties=species:S:1:pos:R:3:mulliken_charge:R:1 method="wB97M-V/def2-TZVPD" smiles="C=C(C)/C(C)=C/C.O" lumo_ev=0.8 homo_lumo_gap_ev=8.8 e_homo_ev=-8.029 spin_multiplicity=1
C -0.31914 0.60068 0.05769 0.69
C -1.03565 -0.52982 0.70021 1.32
H 1.46651 0.28447 1.07064 0.22
H 2.60901 1.45823 -0.92182 0.29
H -0.50861 1.03701 -1.97189 0.33
H 2.38786 2.47076 0.43184 0.32
C -1.04720 1.33998 -1.06273 -1.63
C -2.50583 -0.73532 0.43371 -1.46
H 0.65891 -1.48064 1.59157 0.21
H 2.82900 -2.10252 -0.95678 0.30
H -1.06888 2.43772 -1.03649 0.35
C -0.41896 -1.42688 1.47763 -1.51
C 1.81387 1.90517 -0.30250 -1.36
H -0.83634 -2.08132 2.22050 0.30
H -2.64333 -0.99329 -0.61717 0.33
H 1.23948 2.51287 -0.98656 0.36
H -2.92691 -1.53172 1.05491 0.37
H -3.12456 0.13471 0.64558 0.36
O 1.97612 -1.65389 -1.02976 -0.61
H 1.38367 -2.28466 -0.58185 0.31
H -2.10239 1.11087 -1.15211 0.38
C 0.97340 0.82397 0.27164 0.14

b | 22
Properties=species:S:1:pos:R:3:mulliken_charge:R:1 method="wB97M-V/def2-TZVPD" lumo_ev=0.9 homo_lumo_gap_ev=7.6 e_homo_ev=-6.760 spin_multiplicity=1
C -1.31671 -1.40467 1.25167 -1.33
H 0.78449 -1.07431 0.69219 0.44
H 1.55147 0.21667 -1.37283 0.25
H -1.38460 -2.45946 0.96904 0.36
C 0.49295 0.24594 -1.61891 -0.85
H -1.13234 -1.38328 2.32973 0.31
C -0.42393 0.40596 -0.45804 0.36
H 2.11087 0.90464 0.69283 0.35
C 0.08364 -1.59591 -1.83157 -1.09
C 1.39079 1.63648 1.04982 -1.60
C -0.00524 1.26637 0.65405 0.50
H -0.96522 -1.64811 -2.11377 0.29
H 0.36274 -2.43917 -1.19818 0.36
H 0.27660 0.85565 -2.49627 0.38
C -0.22440 -0.74108 0.46891 -0.43
H 1.66952 2.61882 0.65280 0.44
H 1.47999 1.69033 2.14092 0.39
H -0.66912 2.93441 1.39019 0.34
H -1.46770 0.54728 -0.73251 0.36
H 0.66560 -1.70923 -2.74721 0.42
H -2.27717 -0.91769 1.08111 0.30
O -1.00223 2.05036 1.19602 -0.55

a has the most favorable energy; the next structure is 0.1045 hartree above.

a | 22
Properties=species:S:1:pos:R:3:mulliken_charge:R:1 method="wB97M-V/def2-TZVPD" smiles="C/C=C/C=C/CC.O" lumo_ev=0.8 homo_lumo_gap_ev=9.4 e_homo_ev=-8.598 spin_multiplicity=1
H 1.85584 -0.14538 -2.33051 0.31
H -3.89440 1.12018 0.48852 0.35
C 2.01381 -0.25117 -0.30040 -0.04
H 3.92992 -0.81456 -1.10151 0.34
C 3.51611 -0.14842 -0.34054 -1.28
H 3.77324 0.88677 -0.54659 0.29
C -1.07440 -0.51086 -0.72912 -0.27
H 0.22366 -0.05189 3.69407 0.31
H -0.52074 1.15624 -1.80278 0.27
C -0.17392 0.19877 -1.40485 -0.11
H -2.22495 1.62204 0.56747 0.30
H -2.71478 0.46983 -1.50740 0.25
H 1.50020 -0.73303 0.52977 0.40
C -2.87529 0.74350 0.55886 -1.05
H -0.75255 -1.43165 -0.25414 0.42
O 0.30857 -0.63622 2.93424 -0.62
C -2.53506 -0.15634 -0.62376 -0.63
H 0.43638 -0.05110 2.17466 0.34
H -3.16531 -1.03245 -0.75224 0.38
H 3.90444 -0.40815 0.63758 0.33
H -2.80288 0.23033 1.51616 0.30
C 1.27210 -0.05644 -1.40747 -0.56

b | 22
Properties=species:S:1:pos:R:3:mulliken_charge:R:1 method="wB97M-V/def2-TZVPD" smiles="C=C(/C=C/C)CC.O" lumo_ev=0.9 homo_lumo_gap_ev=9.6 e_homo_ev=-8.658 spin_multiplicity=1
H 0.16135 -3.14169 -1.00303 0.30
H -2.19770 0.87695 -1.53717 0.33
H -1.76620 3.83716 1.93506 0.31
H 0.38364 -2.67281 0.62053 0.30
H -3.00985 2.91163 2.01163 0.31
H 2.98139 0.81812 1.21354 0.33
H 1.66206 0.44896 -1.58666 0.38
C -0.69356 -0.21518 -0.43483 0.53
C 0.67063 -0.09042 0.14897 -0.50
C 2.98455 0.85864 0.12817 -1.24
H -1.65298 -1.74845 -1.50075 0.26
H 3.85376 0.24513 -0.13621 0.29
C -1.32531 -1.60651 -0.47686 -0.33
H 3.19203 1.88723 -0.16317 0.32
H -2.21326 -1.66906 0.15730 0.32
C -1.26894 0.83706 -0.98623 -1.18
C 1.70405 0.42258 -0.50664 0.08
O -2.05040 2.92184 1.90975 -0.62
H -0.72434 1.76602 -1.15949 0.27
H -0.97118 -3.58542 0.30723 0.34
C -0.39804 -2.77049 -0.14606 -1.16
H 0.67832 -0.33127 1.20494 0.35

c | 22
Properties=species:S:1:pos:R:3:mulliken_charge:R:1 method="wB97M-V/def2-TZVPD" smiles="C/C=C/C.C=CCO" lumo_ev=0.9 homo_lumo_gap_ev=9.8 e_homo_ev=-8.896 spin_multiplicity=1
H 2.99543 2.38578 -1.44732 0.26
C 1.02002 1.50753 -1.50627 -0.02
H 1.36633 0.52793 -1.74497 0.35
H -0.52080 2.95111 -1.49986 0.17
H -2.21510 -2.56531 0.55430 0.22
C 0.00435 -2.92641 1.99591 -1.15
C -1.58881 -1.67637 0.51643 -0.18
C -0.42820 -1.71577 1.21182 -0.02
H -1.62614 0.44729 0.01425 0.28
H -1.04511 1.20515 -2.00402 0.38
H -0.73265 -3.74261 1.91113 0.29
H 1.66839 3.43037 -0.82545 0.29
H 0.24095 -0.86377 1.22031 0.38
H -3.17708 -0.38759 -0.20198 0.39
H 2.87786 2.44844 0.93531 0.28
H 0.13679 -2.67928 3.02947 0.30
C -2.10763 -0.50768 -0.29527 -0.97
O 2.27063 1.87779 0.46287 -0.50
C 2.03893 2.39567 -0.87166 -0.37
H -1.89730 -0.68985 -1.37845 0.19
C -0.25755 1.90427 -1.69533 -0.83
H 0.97671 -3.32669 1.61878 0.27

d | 22
Properties=species:S:1:pos:R:3:mulliken_charge:R:1 method="wB97M-V/def2-TZVPD" smiles="C=C(C)[C@@H](C)[C@H](C)O" lumo_ev=0.9 homo_lumo_gap_ev=10.3 e_homo_ev=-9.370 spin_multiplicity=1
H -0.13481 -1.95153 0.46383 0.31
H -1.39724 -0.22900 1.95810 0.34
H 0.58454 0.60051 2.10711 0.20
H -2.56765 0.15415 -1.37777 0.36
C 1.39905 0.61943 1.40478 -1.13
C -0.13019 -1.57900 -0.55712 -1.39
C 2.47460 0.44909 -0.86401 -1.39
H 2.36689 1.33241 -1.49237 0.30
H 0.05751 0.27519 -1.62515 0.34
H 2.52968 -0.42671 -1.50842 0.31
H 0.70865 -2.03107 -1.08264 0.42
O -2.18496 0.98459 -1.07157 -0.57
H -0.98622 1.68601 0.35407 0.45
H -1.04574 -1.89724 -1.05388 0.35
C -2.04516 -0.03588 1.10903 -1.33
H -2.44076 -0.98470 0.74943 0.31
C -1.30598 0.70173 -0.00199 -0.30
C 1.24505 0.37997 0.11586 0.68
H -2.88478 0.57037 1.44758 0.38
H 3.39998 0.51641 -0.29845 0.43
H 2.35290 0.92169 1.80587 0.32
C 0.00467 -0.05641 -0.58229 0.63

d has the most favorable energy; the next structure is 0.0352 hartree above.

a | 23
Properties=species:S:1:pos:R:3:mulliken_charge:R:1 method="wB97M-V/def2-TZVPD" smiles=CO[C@](C)(O)C(C)(C)O lumo_ev=0.7 homo_lumo_gap_ev=10.1 e_homo_ev=-9.383 spin_multiplicity=1
H 2.86406 1.29451 1.02148 0.25
C 2.20892 1.06701 0.17765 -0.69
O 1.29215 0.10340 0.62337 -0.41
H -2.07245 1.93847 0.05558 0.53
H 1.26667 -0.58997 -2.09193 0.41
C 0.28798 -0.53226 -0.43639 0.99
H -0.52174 -0.58858 2.13394 0.30
C -0.95368 0.12585 0.12356 1.58
C 0.40066 -2.03443 -0.28528 -1.51
H -0.68658 1.92335 -1.05432 0.38
C -1.36711 -0.32798 1.50592 -1.66
H -0.43244 2.12963 0.68852 0.36
H -2.00589 -1.20490 1.44747 0.39
H -0.56887 -2.52171 -0.28828 0.32
O -1.94917 -0.55563 -0.87751 -0.64
H 0.98863 -2.47456 -1.09027 0.34
O 0.56430 -0.05779 -1.69962 -0.51
C -1.03557 1.63125 -0.06657 -2.03
H 2.83740 0.71128 -0.65117 0.24
H -1.92589 0.44518 2.02663 0.37
H 1.72622 1.98819 -0.16564 0.28
H -1.79507 -0.17964 -1.75324 0.36
H 0.87747 -2.29067 0.65611 0.34

b | 23
Properties=species:S:1:pos:R:3:mulliken_charge:R:1 method="wB97M-V/def2-TZVPD" lumo_ev=0.5 homo_lumo_gap_ev=9.0 e_homo_ev=-8.513 spin_multiplicity=1
H 3.22889 -0.95135 -0.48838 0.36
H -2.28889 -0.95247 0.82288 0.28
O 1.19209 0.05432 -1.71121 -0.57
H -0.25016 2.55825 -0.49237 0.28
O -1.34592 0.33356 -1.20412 -0.84
C -2.28058 0.12272 0.97334 -1.17
C 1.12634 -0.96937 -0.84100 0.93
O 0.10034 -1.82227 -1.01274 -0.56
H 2.66152 -2.20174 -1.60998 0.41
C 2.44289 -1.67486 -0.67983 -1.43
C 0.86226 -0.14794 0.95080 -1.43
H 1.83148 0.34883 0.97177 0.37
H -1.94911 2.83695 -0.04617 0.42
C -1.05343 2.24833 0.17583 -1.15
H 0.26133 0.48906 1.59192 0.47
H -3.29558 0.50832 0.83922 0.42
H 2.38550 -2.39825 0.12838 0.35
H 0.26020 0.39324 -1.82398 0.42
H -0.70496 -1.26551 -1.20468 0.42
H 0.92420 -1.08811 1.49764 0.36
C -1.38505 0.79374 -0.03569 1.01
H -1.96758 0.33165 1.99564 0.32
H -0.75580 2.45292 1.20276 0.33

c | 23
Properties=species:S:1:pos:R:3:mulliken_charge:R:1 method="wB97M-V/def2-TZVPD" smiles=CCC[C@@H](O)[C@@H](O)CO lumo_ev=0.7 homo_lumo_gap_ev=10.5 e_homo_ev=-9.842 spin_multiplicity=1
H -4.32609 0.30404 -0.71768 0.37
C 2.91284 0.44458 0.12036 -0.37
H 2.14219 -2.17830 0.53387 0.33
H -0.89460 -1.22254 -0.50038 0.36
H -1.06631 -0.49740 1.09893 0.29
H -2.02063 0.80845 -1.51311 0.30
C 1.56523 -0.19732 0.44405 0.36
H -2.25250 1.46710 0.10521 0.28
H 0.54048 0.66202 -1.25637 0.38
O 1.63011 -1.66084 -0.09265 -0.77
H 1.44584 -0.28495 1.53766 0.37
C 0.35531 0.47178 -0.19013 -0.41
C -2.17372 0.52545 -0.45906 -0.21
H -3.41469 -1.21371 -0.87470 0.32
H 3.31818 0.88593 1.04994 0.24
H 3.24943 -1.40807 -0.54164 0.44
H 0.12016 1.65111 1.38886 0.39
H 2.77390 1.24249 -0.62258 0.28
H -3.68023 -0.49942 0.73098 0.31
C -3.47118 -0.26297 -0.32323 -1.23
C -0.95819 -0.25889 0.02585 -0.84
O 0.41027 1.73395 0.47362 -0.57
O 3.79420 -0.51248 -0.41778 -0.61

a has the most favorable energy; the next structure is 0.0022 hartree above.